Record 1
50
Properties=species:S:1:pos:R:3:forces:R:3 method="wB97M-V/def2-TZVPD" e_above_lowest_kj_mol=117.7 spin_multiplicity=1 homo_ha=-0.4131 total_charge=+1 fmax_ha_per_bohr=0.0465
C -0.645 -1.771 -1.594 -1.0046 0.1997 0.5764
C 0.354 -1.198 -0.589 0.6597 -1.2911 -0.4886
C 0.234 -1.881 0.769 -0.1607 0.7636 0.7056
C 1.348 -1.541 1.742 -0.0472 -0.0224 -0.3105
C 2.452 -2.297 1.817 -0.6255 0.4509 0.4933
C -0.040 0.118 3.008 -0.1345 -0.6879 0.4232
N 1.241 -0.327 2.456 -0.3019 -0.5683 -0.2671
N 0.282 0.293 -0.471 0.0026 -0.3296 0.9413
H -1.268 -0.979 -2.001 0.4401 -0.2145 -0.4546
H -0.212 -2.396 -2.368 0.2352 0.2457 -0.0768
H -1.377 -2.387 -1.067 0.1295 -0.0915 0.0612
H 1.361 -1.411 -0.949 0.1105 0.2721 -0.0041
H -0.741 -1.628 1.191 -0.0233 0.1110 0.0137
H 0.181 -2.960 0.701 0.2699 -0.1394 -0.5914
H 3.085 -2.128 2.682 0.5227 -0.0985 -0.3906
H 2.640 -3.083 1.105 0.0208 -0.2331 0.2295
H -0.889 -0.110 2.370 0.2020 0.3786 -0.4666
H 0.014 1.183 3.188 -0.1702 0.1348 0.1441
H -0.316 -0.434 3.916 0.2925 0.2965 0.2374
H 1.989 -0.295 3.139 -0.1181 0.2845 0.0700
H 0.626 0.743 -1.311 -0.2813 0.1434 -0.3032
H 0.896 0.614 0.297 0.0942 -0.3016 -0.1391
H -0.654 0.641 -0.240 -0.0939 0.0416 -0.2736
H -3.869 2.000 2.461 -0.4927 -0.4918 0.5669
H -3.014 1.584 1.384 0.5156 -0.4220 -0.0340
O -3.491 1.170 2.135 0.1713 1.2621 -0.4185
H 3.849 -0.433 -2.464 0.0810 0.1923 -0.1394
H 4.975 -0.377 -1.377 0.0172 -0.1113 -0.2528
O 4.026 -0.464 -1.516 0.0431 -0.2089 0.1153
H 1.660 2.348 -0.115 1.3708 1.0867 0.0372
H 1.185 3.987 -0.303 1.1672 -0.2557 -0.1960
O 1.021 3.071 -0.094 -2.3060 -0.5389 0.3427
H -3.684 -0.304 1.393 0.0436 -0.3142 -0.0430
H -3.395 -1.780 1.664 -0.0949 -0.6035 0.4278
O -3.456 -1.159 0.948 0.2840 0.4546 1.1206
H 3.355 1.831 -3.794 0.0700 -0.0982 0.2101
H 2.349 1.172 -4.683 -0.0715 -0.3048 0.0419
O 2.809 1.037 -3.845 0.0131 0.3206 -0.1311
H 3.003 0.464 1.046 -0.3041 0.3906 0.3286
H 3.327 0.527 -0.410 -0.2827 0.7073 0.1068
O 2.917 1.087 0.310 0.3662 -0.8749 -0.4658
H -0.957 2.877 0.379 -0.0038 -0.1865 -0.5014
H -1.918 2.079 -0.651 0.2643 0.3061 -0.1637
O -1.787 2.387 0.261 -0.3172 -0.2931 0.5663
H -4.046 -1.023 -0.416 0.5259 0.0680 0.2197
H -4.598 -1.169 -1.801 0.0912 0.3079 -0.4424
O -3.943 -0.656 -1.313 -0.8040 -0.1885 -1.4269
H -2.255 1.667 -2.778 -0.2054 -0.2354 -0.0910
H -2.662 0.316 -2.057 -0.5377 0.2154 0.1184
O -1.963 0.994 -2.154 0.3765 0.4716 -0.0256

---

Record 2
81
Properties=species:S:1:pos:R:3:forces:R:3 method="wB97M-V/def2-TZVPD" e_above_lowest_kj_mol=0.0 spin_multiplicity=1 homo_ha=-0.1450 total_charge=-1 fmax_ha_per_bohr=0.0033
Tl -1.257 0.926 1.005 -0.0437 0.0126 0.1199
C 3.514 -0.874 3.470 -0.0017 -0.0039 0.0112
C 2.527 -0.097 2.603 0.0532 0.0375 -0.0509
C 3.237 0.630 1.460 -0.0231 0.0259 0.0380
P 1.005 -0.907 1.919 -0.0537 0.0197 -0.0419
C 0.403 -2.020 3.292 -0.0241 -0.0211 -0.0272
C -1.103 -2.219 3.100 0.0081 -0.0290 0.0140
C 1.084 -3.377 3.435 -0.0042 -0.0310 0.0064
C 1.489 -2.067 0.605 0.0271 0.0106 -0.0168
C 2.584 -2.926 0.714 0.0242 0.0333 0.0321
C 2.890 -3.872 -0.246 0.0424 -0.0281 0.0330
C 2.049 -3.981 -1.352 -0.0369 -0.0123 -0.0553
C 0.964 -3.149 -1.501 0.0281 0.0107 -0.0103
C 0.661 -2.128 -0.557 -0.0523 -0.0631 -0.0220
N -0.278 -1.183 -0.779 0.0058 0.0338 0.0650
C -1.347 -1.361 -1.595 0.0018 -0.1091 -0.0320
C -2.100 -2.552 -1.710 0.0070 0.0262 0.0126
C -3.231 -2.608 -2.502 0.0059 -0.0287 0.0375
C -3.667 -1.488 -3.204 -0.0206 0.0261 -0.0113
C -2.942 -0.307 -3.102 0.0393 -0.0490 0.0557
C -1.792 -0.225 -2.322 -0.1337 0.0839 -0.0665
P -0.785 1.251 -1.976 0.0931 -0.0088 0.0908
C 0.813 1.015 -2.921 -0.0448 -0.0157 -0.0791
C 2.007 0.847 -1.988 0.0449 0.0413 0.0237
C 0.764 -0.106 -3.954 0.0019 0.0092 0.0146
C -1.548 2.668 -2.902 0.0174 0.0144 -0.0607
C -2.879 3.067 -2.266 -0.0157 0.0015 -0.0200
C -1.625 2.593 -4.429 0.0058 0.0389 0.0366
H 4.235 -0.175 3.906 -0.0056 0.0042 0.0030
H 4.086 -1.600 2.892 -0.0104 -0.0171 0.0254
H 3.018 -1.388 4.294 0.0237 -0.0119 -0.0154
H 2.071 0.666 3.243 0.0349 0.0190 0.0190
H 3.679 -0.082 0.758 -0.0112 0.0103 0.0039
H 4.035 1.267 1.853 0.0060 -0.0046 0.0020
H 2.540 1.263 0.908 0.0264 -0.0258 0.0146
H 0.564 -1.435 4.204 -0.0054 0.0225 0.0097
H -1.311 -2.645 2.114 0.0026 -0.0008 -0.0019
H -1.645 -1.276 3.176 -0.0082 0.0234 -0.0126
H -1.500 -2.907 3.852 -0.0039 0.0070 0.0025
H 0.918 -3.984 2.543 -0.0073 -0.0002 0.0218
H 0.662 -3.912 4.291 0.0008 0.0010 0.0058
H 2.161 -3.303 3.584 -0.0077 0.0110 0.0106
H 3.208 -2.866 1.596 0.0040 0.0010 -0.0365
H 3.749 -4.521 -0.131 0.0018 0.0021 0.0032
H 2.253 -4.722 -2.117 0.0039 -0.0026 0.0014
H 0.343 -3.237 -2.384 0.0077 0.0077 0.0067
H -1.780 -3.424 -1.151 -0.0087 -0.0038 0.0039
H -3.789 -3.535 -2.563 0.0001 0.0004 -0.0108
H -4.556 -1.533 -3.820 -0.0006 0.0016 -0.0050
H -3.292 0.560 -3.643 -0.0165 0.0080 -0.0033
H 0.938 1.969 -3.445 -0.0032 0.0177 -0.0074
H 1.931 -0.075 -1.413 -0.0025 -0.0069 -0.0026
H 2.078 1.679 -1.287 0.0047 -0.0019 -0.0090
H 2.932 0.813 -2.572 0.0113 -0.0007 0.0159
H 0.666 -1.071 -3.454 0.0012 -0.0219 0.0001
H 1.689 -0.125 -4.538 0.0086 0.0109 0.0021
H -0.077 -0.001 -4.640 -0.0156 0.0006 -0.0165
H -0.836 3.467 -2.656 -0.0025 -0.0141 -0.0276
H -3.656 2.320 -2.433 -0.0033 0.0016 0.0081
H -3.233 4.012 -2.686 -0.0114 0.0073 -0.0023
H -2.778 3.196 -1.188 -0.0042 0.0002 0.0333
H -2.316 1.827 -4.776 -0.0105 -0.0085 -0.0147
H -0.653 2.381 -4.873 0.0263 -0.0016 -0.0131
H -1.969 3.551 -4.832 0.0001 0.0051 0.0052
Cl 0.771 4.028 -0.229 -0.0060 -0.0122 0.0186
C 0.897 3.803 1.512 0.0619 0.0423 0.0069
C 0.244 2.735 2.097 -0.0162 -0.0279 -0.0035
C 0.350 2.669 3.472 0.0436 0.0606 -0.0058
Cl -0.514 1.387 4.328 0.0500 0.0164 -0.0231
C 1.099 3.558 4.243 -0.0637 -0.0786 -0.0019
Cl 1.221 3.394 5.962 -0.0044 -0.0079 -0.0054
C 1.764 4.598 3.602 0.0477 0.0539 0.0142
Cl 2.709 5.722 4.516 -0.0175 -0.0230 -0.0132
C 1.657 4.733 2.219 -0.0268 -0.0450 -0.0305
Cl 2.468 6.039 1.426 -0.0010 -0.0034 0.0057
C -4.621 -0.357 0.205 -0.0999 -0.0118 0.0025
C -4.985 1.013 0.554 0.0632 0.0223 -0.0244
N -5.281 2.088 0.833 -0.0337 -0.0551 -0.0442
H -4.366 -0.903 1.112 0.0173 -0.0140 -0.0215
H -3.760 -0.368 -0.461 0.0222 0.0387 -0.0074
H -5.457 -0.842 -0.296 -0.0132 -0.0210 0.0166

---

Record 3
12
Properties=species:S:1:pos:R:3:forces:R:3 method="wB97M-V/def2-TZVPD" e_above_lowest_kj_mol=528.0 spin_multiplicity=1 homo_ha="-0.3261 / -0.3261" fmax_ha_per_bohr=0.0570
N 0.226 2.890 -0.949 0.3335 -0.6613 0.7682
C 0.513 2.048 -0.208 0.2516 0.9296 -0.7258
C 0.717 0.882 0.665 0.1243 -0.3056 -0.7263
C -0.589 0.163 0.361 0.4427 -2.5241 -0.6665
C -0.473 -1.205 -0.844 -0.4828 2.0834 0.9090
N 0.086 -1.796 0.283 -0.4780 1.2195 1.1082
H 1.531 0.256 0.325 0.4196 0.1749 -0.1791
H 0.953 1.208 1.706 -0.6240 -0.4378 -0.6486
H -1.327 0.763 1.027 -0.0912 -2.6784 -1.1812
H 0.220 -0.903 -1.636 -0.0104 0.2834 0.3105
H -1.329 -1.748 -1.324 0.1311 1.2025 0.7238
H -0.528 -2.558 0.595 -0.0165 0.7138 0.3078

---

Record 4
13
Properties=species:S:1:pos:R:3:forces:R:3 method="wB97M-V/def2-TZVPD" e_above_lowest_kj_mol=616.1 spin_multiplicity=1 homo_ha="-0.2795 / -0.3165" fmax_ha_per_bohr=0.0564
C 1.120 -0.771 -0.346 0.8997 1.5923 0.7604
C 1.215 0.318 0.735 -0.4647 1.8113 0.5038
C 0.085 0.290 -0.202 0.3961 -1.7011 -1.1286
C 2.300 0.163 -0.155 -1.3656 0.2673 -2.5453
C -1.194 -0.161 0.406 0.4835 -1.1938 -0.1793
Cl 3.982 -0.049 0.006 -0.4838 -0.1847 0.2333
H 0.868 -1.769 -0.158 0.4646 -1.5115 -0.0277
H 0.950 0.585 1.745 0.8929 -0.6452 0.4392
H 0.030 0.941 -1.049 0.4494 1.0761 -0.5278
H 1.659 1.491 -1.785 0.7994 -0.8707 1.2364
H -2.017 0.131 -0.226 -0.5049 0.0842 0.3227
H -1.111 0.302 1.354 -1.3149 0.5535 1.2189
H -1.186 -1.259 0.600 -0.2518 0.7223 -0.3059

---

no.,energy (eV)
1,-28160.3415
2,-122682.9148
3,-7220.1187
4,-17814.0931